# 1
25
Properties=species:S:1:pos:R:3:forces:R:3 method="wB97M-V/def2-TZVPD" largest_force_ev_per_a=3.8 energy_ev=-151921.638 s_squared=6.0232 homo_energy_ev="-7.587 / -7.769" spin_multiplicity=5
C -0.21354 2.09090 -1.01729 0.8 -0.1 -1.0
C 1.18765 1.79261 -0.84054 -0.3 -0.1 -1.1
C 1.49971 0.61591 -1.64003 -0.3 1.4 -0.4
H 1.88226 2.33186 -0.19391 -0.3 -0.3 -0.3
C 0.29580 0.19533 -2.31333 -0.5 1.0 0.0
C -0.77284 1.09109 -1.91942 1.0 0.3 -0.9
H -1.81569 1.01654 -2.23333 0.5 0.1 0.1
H -0.75863 2.90041 -0.52913 0.2 -0.3 -0.3
H 2.48068 0.14295 -1.71920 -0.5 0.1 0.2
H 0.20654 -0.64087 -3.01406 0.0 0.4 0.5
Pd -0.05957 0.07409 -0.06032 0.3 -1.6 0.5
Br 2.38260 -0.28279 1.31721 1.8 0.4 1.1
C -1.05571 -1.16214 1.69307 -1.1 0.7 0.0
C -2.04863 -0.77561 0.71088 0.1 0.7 0.8
C -2.11694 0.67768 0.69927 -0.1 -1.1 0.9
H -2.63236 -1.44970 0.07812 0.3 0.3 0.4
C -1.15579 1.17764 1.67284 -0.2 -1.1 0.9
C -0.52202 0.04278 2.29699 -1.2 0.8 -0.4
H 0.23402 0.08822 3.08208 -0.4 0.0 -0.5
H -0.76542 -2.18589 1.94466 -0.1 0.6 -0.2
H -2.76026 1.28015 0.05598 0.2 -0.3 0.4
H -0.92011 2.22791 1.87061 -0.2 -0.6 0.0
Se 2.80759 -4.20833 0.03837 1.0 -1.2 0.1
C 1.88578 -2.78194 0.04446 -2.8 2.5 -0.7
N 1.11577 -1.85648 -0.05565 1.5 -2.3 0.0


# 2
12
Properties=species:S:1:pos:R:3:forces:R:3 method="wB97M-V/def2-TZVPD" largest_force_ev_per_a=4.1 energy_ev=-8318.994 homo_energy_ev=-11.426 spin_multiplicity=1 e_above_lowest_kcal_mol=38.79 smiles=O.O.O.O
O -0.08067 1.42772 -0.94913 -1.2 1.9 -3.5
H -0.11857 0.69470 -0.42481 0.3 -3.0 2.8
H -0.71159 1.09857 -1.64784 0.9 1.0 0.6
O -0.23166 -2.70527 0.85786 -0.2 -2.3 0.1
H -0.69309 -2.96333 0.05980 -0.1 -0.5 -0.2
H -0.20956 -1.79507 0.74143 0.3 2.8 0.1
O 3.43900 2.81099 1.94373 2.6 0.5 -1.1
H 2.85153 2.67187 2.63798 -1.9 -0.4 1.3
H 3.03495 2.77281 1.08660 -0.7 -0.1 -0.2
O -2.82924 -1.39885 -1.67470 2.0 -1.8 2.1
H -3.48262 -1.21422 -2.27150 -2.6 1.8 -2.7
H -3.05044 -2.34202 -1.60364 0.7 0.0 0.6


# 3
43
Properties=species:S:1:pos:R:3:forces:R:3 method="wB97M-V/def2-TZVPD" largest_force_ev_per_a=1.2 energy_ev=-53005.687 homo_energy_ev=-8.335 spin_multiplicity=1 e_above_lowest_kcal_mol=11.03 smiles="CCOc1cc(C)c(Cl)cc1S(=O)(=O)NCc1ccc2c(c1)OCO2"
C -2.98890 -2.17243 -2.66400 0.4 0.3 0.1
C -1.61517 -1.53137 -2.55292 -0.1 -0.3 -0.2
O -1.67129 -0.59567 -1.48607 0.0 0.1 -0.2
C -0.59150 0.17207 -1.22016 0.2 0.0 0.0
C 0.65721 0.04307 -1.82201 -0.3 -0.1 0.0
C 1.72059 0.86494 -1.46874 0.0 0.2 0.2
C 3.04468 0.73324 -2.15093 0.0 0.0 0.0
C 1.51778 1.82766 -0.48138 -0.4 -0.2 -0.1
Cl 2.80880 2.86591 -0.00706 0.2 0.2 0.1
C 0.28263 1.97044 0.12860 0.1 0.0 0.0
C -0.75726 1.14817 -0.24032 -0.8 0.1 0.1
S -2.37115 1.40664 0.51269 -0.4 -0.1 -0.2
O -3.27514 1.84014 -0.50766 0.1 -0.3 -0.2
O -2.17638 2.23516 1.66452 0.3 -0.2 0.2
N -2.93275 -0.06216 1.04868 0.0 1.0 -0.3
C -2.18954 -0.68219 2.12810 0.2 -0.1 0.3
C -0.90906 -1.31240 1.64391 0.0 -0.3 0.1
C -0.96540 -2.45886 0.86482 0.0 0.1 0.2
C 0.17329 -3.02207 0.29434 0.3 0.0 -0.1
C 1.36755 -2.38983 0.53751 -0.1 0.5 0.4
C 1.43746 -1.24806 1.33779 -0.2 -0.5 -0.3
C 0.31667 -0.69254 1.90220 0.3 -0.2 0.0
O 2.73756 -0.83130 1.41838 -0.3 0.3 0.1
C 3.49275 -1.77152 0.68591 1.2 0.0 0.0
O 2.62147 -2.71094 0.09146 -0.4 -0.2 -0.2
H -3.21866 -2.73146 -1.76103 0.0 -0.1 0.1
H -3.01387 -2.84808 -3.51392 0.0 -0.1 -0.1
H -3.74189 -1.40060 -2.79667 -0.1 0.0 -0.1
H -1.36017 -1.01481 -3.48654 0.1 0.0 0.1
H -0.85030 -2.29045 -2.34148 0.0 0.1 0.0
H 0.82093 -0.70406 -2.58266 0.0 -0.1 -0.1
H 3.17356 1.54914 -2.86215 0.1 0.0 0.0
H 3.85444 0.80459 -1.42780 0.1 0.0 0.0
H 3.11587 -0.20920 -2.68718 0.0 -0.1 0.0
H 0.10507 2.71232 0.89070 0.1 0.1 0.1
H -3.11621 -0.66549 0.26097 0.0 0.0 -0.2
H -1.98647 0.11952 2.83920 0.0 -0.2 0.2
H -2.83793 -1.42662 2.60012 0.1 0.1 0.0
H -1.92160 -2.93031 0.69403 -0.2 -0.1 0.0
H 0.12617 -3.91506 -0.30664 0.0 -0.1 -0.1
H 0.37886 0.19184 2.51312 0.0 0.2 0.1
H 4.06687 -1.25662 -0.09784 -0.2 -0.1 0.1
H 4.18982 -2.29370 1.36278 -0.2 0.1 -0.1


# 4
9
Properties=species:S:1:pos:R:3:forces:R:3 method="wB97M-V/def2-TZVPD" largest_force_ev_per_a=3.2 energy_ev=-31382.278 homo_energy_ev=-5.168 spin_multiplicity=1 e_above_lowest_kcal_mol=36.79 smiles="O=S(=O)([O-])N(O)S" total_charge=-1
O 1.39036 1.56443 0.66994 -1.1 -0.8 -0.1
S 0.95495 0.33115 0.01917 0.0 2.1 -1.6
O 0.72963 -0.79982 0.86287 0.4 -1.1 1.8
O 1.67041 0.04119 -1.19466 -0.1 0.0 -0.4
N -0.94763 0.53253 -0.50815 2.7 0.3 0.6
O -1.54096 0.52426 0.78957 -2.8 0.5 -1.4
S -1.22932 -0.92690 -1.32995 0.9 -1.5 0.4
H -0.84330 0.46740 1.39157 1.8 -0.5 1.7
H -0.18415 -1.73425 -0.70037 -1.8 0.9 -1.0


# 5
100
Properties=species:S:1:pos:R:3:forces:R:3 method="wB97M-V/def2-TZVPD" largest_force_ev_per_a=0.8 energy_ev=-147539.828 homo_energy_ev="-12.804 / -12.596" spin_multiplicity=1 total_charge=+2
W -0.25508 -1.20636 -0.70204 0.2 0.3 -0.3
C 1.10037 -3.73213 2.71448 0.1 0.1 -0.1
C 0.36176 -3.06562 1.60826 0.0 0.2 -0.3
N 0.90777 -2.38761 0.63048 -0.2 -0.4 0.3
N 2.28214 -2.30498 0.59430 0.0 0.1 -0.1
C 2.61354 -1.55983 -0.41474 0.3 -0.2 0.5
O 1.67362 -1.02387 -1.16529 -0.7 0.2 0.2
C 4.00664 -1.23789 -0.72864 -0.1 -0.1 0.0
C 4.29886 -0.42280 -1.82070 0.0 0.0 0.0
C 5.61489 -0.10718 -2.11021 0.0 0.0 0.0
C 6.63667 -0.60302 -1.31254 0.0 0.0 0.0
C 6.34746 -1.41460 -0.22236 0.0 0.0 0.0
C 5.03574 -1.73431 0.07314 0.0 0.0 -0.1
C -1.08240 -3.16920 1.47380 0.2 0.1 -0.1
C -1.87945 -3.93374 2.31277 -0.1 0.1 -0.2
C -3.21042 -4.13274 1.98282 0.1 0.1 0.0
C -3.68386 -3.61167 0.78801 0.2 0.1 -0.1
C -2.83917 -2.85307 -0.00070 0.1 -0.2 -0.1
N -1.57836 -2.56862 0.35321 0.0 0.0 -0.1
H 2.17034 -3.60154 2.59690 0.0 0.0 0.0
H 0.86603 -4.79733 2.73612 0.0 0.0 0.0
H 0.79005 -3.30777 3.67153 0.0 0.0 0.0
H 3.49538 -0.04103 -2.43576 0.0 0.0 0.0
H 5.84619 0.52117 -2.95718 0.0 0.0 -0.1
H 7.66316 -0.35933 -1.54213 0.1 0.0 0.0
H 7.14675 -1.79828 0.39290 0.1 0.0 0.0
H 4.79944 -2.36614 0.91532 0.0 0.0 0.1
H -1.44831 -4.38668 3.18962 0.0 0.0 0.1
H -3.85310 -4.71763 2.62389 0.0 0.0 0.0
H -4.69119 -3.80204 0.45388 -0.1 0.0 0.0
H -3.14785 -2.49044 -0.97107 0.1 -0.2 0.2
C -4.55939 -0.71706 -0.88595 0.0 0.2 0.1
C -3.60074 -0.37901 -1.99041 -0.2 0.1 0.0
C -4.08381 -0.07092 -3.25379 0.1 0.0 0.1
C -3.18645 0.40625 -4.19719 0.0 -0.1 0.0
N -1.93037 0.71115 -3.88790 -0.1 0.1 0.0
C -1.56162 0.44449 -2.64702 0.4 0.2 -0.1
S -0.02492 0.94452 -2.02104 -0.1 -0.2 -0.2
N -2.28620 -0.23264 -1.72564 0.3 -0.3 0.0
H -5.33809 0.04534 -0.88190 0.0 0.0 0.0
H -4.06882 -0.71197 0.08734 -0.1 0.0 -0.1
H -5.06048 -1.66983 -1.04485 -0.1 0.0 0.0
H -5.13260 -0.18033 -3.47948 -0.1 0.0 0.0
H -3.48991 0.59040 -5.21998 0.0 0.0 0.0
N 0.70651 -1.15653 -4.17933 0.0 0.1 0.3
C 0.01768 -2.22258 -3.79307 0.0 0.2 -0.2
N -0.27427 -2.55981 -2.53428 0.0 0.1 0.4
C -0.73234 -3.90436 -2.52016 0.0 -0.1 0.0
C -0.80706 -4.75609 -1.42443 0.1 0.0 0.2
C -1.27567 -6.04857 -1.59336 0.0 0.0 -0.1
C -1.65259 -6.52313 -2.84652 0.0 0.1 0.0
C -1.49369 -5.72066 -3.96236 0.0 0.0 0.1
C -1.01610 -4.43362 -3.77947 0.0 0.0 0.0
S -0.53730 -3.31652 -5.02344 0.0 0.0 0.0
H 0.93932 -0.42011 -3.51130 -0.1 -0.2 -0.1
H 0.78709 -0.94656 -5.16152 0.0 0.0 0.1
H -0.43857 -4.44832 -0.45492 -0.1 -0.1 -0.2
H -1.32082 -6.70708 -0.73839 0.0 0.0 0.1
H -2.01860 -7.53207 -2.95787 0.0 -0.1 0.0
H -1.70629 -6.09606 -4.95213 0.0 0.0 -0.1
C -1.62231 3.91133 3.51758 0.0 0.0 0.0
C -2.97790 3.92644 2.81723 0.0 0.0 0.0
C -3.25145 2.71468 1.92615 -0.1 -0.1 0.0
C -2.61341 2.75553 0.54384 0.0 0.0 0.0
N -1.16168 2.92193 0.57437 0.2 0.1 0.0
C -0.27148 1.98522 0.90196 0.0 -0.1 -0.1
Se -0.70644 0.20492 1.36737 0.2 -0.2 -0.2
N 0.96644 2.49305 0.85132 -0.2 0.0 0.1
C 2.19971 1.78921 1.20793 0.0 -0.2 -0.1
C 2.41587 1.72693 2.71565 0.0 -0.1 0.0
C 2.66914 3.07988 3.37631 0.0 0.0 0.0
C 4.05272 3.64179 3.07481 0.0 0.0 0.0
C 0.87537 3.82447 0.46439 -0.1 0.1 -0.1
C 1.85043 4.79678 0.26103 -0.1 0.0 0.0
C 1.40605 6.04390 -0.11974 0.0 0.0 0.0
C 0.04037 6.32148 -0.29216 0.0 0.0 0.0
C -0.92643 5.35982 -0.09237 0.1 -0.1 0.0
C -0.47838 4.09706 0.28602 0.1 0.1 0.0
H -1.58971 4.66584 4.30090 0.0 0.0 0.0
H -0.79248 4.12013 2.84412 0.1 0.0 0.0
H -1.44208 2.94412 3.98956 0.0 -0.1 0.0
H -3.09597 4.84723 2.23934 0.0 0.0 0.0
H -3.75646 3.95646 3.58061 0.0 0.0 0.0
H -4.32692 2.62000 1.75418 0.0 0.0 0.0
H -2.94170 1.80178 2.44665 0.0 0.1 0.0
H -2.99698 3.59894 -0.02936 0.0 0.0 0.0
H -2.82532 1.84425 -0.02234 0.0 0.1 0.1
H 3.01232 2.30448 0.69557 0.0 0.0 0.0
H 2.12901 0.78412 0.78112 0.1 0.2 0.1
H 3.27161 1.06866 2.88733 0.0 0.0 0.0
H 1.54964 1.23377 3.16513 0.0 0.0 0.0
H 2.55713 2.96548 4.45523 0.0 0.0 0.0
H 1.89478 3.79219 3.07500 0.0 0.0 0.0
H 4.82864 3.00294 3.49558 0.0 0.0 0.0
H 4.17721 4.63637 3.49732 0.0 0.0 0.0
H 4.24534 3.71868 2.00463 0.0 0.0 -0.1
H 2.89967 4.59574 0.40283 0.1 0.0 0.0
H 2.12549 6.83076 -0.28678 0.0 0.1 0.0
H -0.25878 7.31530 -0.58631 0.0 0.1 0.0
H -1.97254 5.58624 -0.21969 -0.1 0.0 0.0


# 6
14
Properties=species:S:1:pos:R:3:forces:R:3 method="wB97M-V/def2-TZVPD" largest_force_ev_per_a=5.5 energy_ev=-15553.419 homo_energy_ev=-14.492 spin_multiplicity=1 e_above_lowest_kcal_mol=75.03 total_charge=+1
C 0.40584 -0.47389 -1.20274 0.6 1.7 3.5
N 0.62800 0.02229 -2.39853 -0.1 1.1 0.8
N 0.75861 0.24684 -0.05826 -0.9 -0.7 -1.1
N 0.29684 -0.22059 1.17816 1.5 -1.4 0.9
O -0.04984 -1.70722 -1.07850 -0.1 0.7 1.3
Si -1.04173 0.62483 2.03803 0.2 0.0 -5.5
H 0.68386 0.99647 -2.75775 0.1 -1.1 1.1
H 0.51860 -0.68845 -3.03453 -0.3 -1.5 -2.5
H 0.98505 1.25118 -0.04930 -0.1 -0.9 -0.8
H -0.30498 -1.95761 -0.10311 0.9 1.1 -2.0
H 1.10482 -0.73924 1.62306 -1.5 0.9 -0.3
H -1.31786 1.37099 0.28061 -0.4 -1.0 3.1
H -1.88390 -0.35576 2.63084 -0.7 -0.7 0.1
H -0.78331 1.63014 2.93202 0.7 1.7 1.4


# 7
64
Properties=species:S:1:pos:R:3:forces:R:3 method="wB97M-V/def2-TZVPD" largest_force_ev_per_a=4.3 energy_ev=-113038.474 homo_energy_ev="-3.450 / -3.450" spin_multiplicity=1 total_charge=-1
Ni 0.76416 0.98203 -0.08132 -0.7 -1.1 -0.6
O -0.36307 2.97974 0.63011 -1.5 0.5 1.0
C -0.71399 1.81842 0.64959 3.8 -0.5 -2.0
C -1.79824 1.07054 1.22709 -2.2 -0.2 1.1
C -2.99663 1.69176 1.62259 0.7 -0.1 -0.3
C -4.01004 0.94471 2.18018 -0.4 -0.2 0.2
C -3.84705 -0.42304 2.38751 0.1 0.2 -0.1
C -2.66247 -1.04143 2.01544 0.0 -0.2 -0.1
C -1.64906 -0.31946 1.40044 0.1 0.7 0.0
P -0.00215 -0.93988 0.90113 0.5 0.0 0.1
C -0.30265 -2.04006 -0.53005 -0.1 0.1 0.0
C 0.83100 -2.43888 -1.23587 0.0 0.0 0.0
C 0.70022 -3.21813 -2.37373 0.1 0.0 0.0
C -0.55715 -3.61087 -2.81298 0.0 0.0 0.0
C -1.68749 -3.21596 -2.11309 0.0 0.0 0.0
C -1.56188 -2.41962 -0.98301 0.1 0.0 0.1
C 0.29870 -2.23194 2.19384 -0.4 -0.1 0.0
C -0.22708 -3.52439 2.10877 0.1 0.0 0.1
C -0.05459 -4.43072 3.14477 0.0 0.0 0.0
C 0.65754 -4.06518 4.27835 0.0 0.0 0.0
C 1.20088 -2.79193 4.36514 0.0 0.0 0.1
C 1.01962 -1.88310 3.33291 0.0 0.1 -0.1
H -3.09334 2.76042 1.47813 0.0 0.0 0.0
H -4.93893 1.41974 2.47435 0.0 0.0 0.0
H -4.64101 -0.99918 2.84572 0.0 0.0 0.0
H -2.51874 -2.09856 2.20326 0.0 0.0 0.0
H 1.80611 -2.08804 -0.91342 0.0 0.0 0.0
H 1.58365 -3.50091 -2.93272 0.0 0.0 0.0
H -0.65880 -4.21009 -3.70945 0.0 0.0 0.0
H -2.67097 -3.52086 -2.45006 0.0 0.0 0.0
H -2.44555 -2.07398 -0.45975 0.0 -0.1 0.0
H -0.76997 -3.82848 1.22410 0.0 0.0 0.0
H -0.47768 -5.42530 3.06523 0.0 0.0 0.0
H 0.79764 -4.77500 5.08437 0.0 0.0 0.0
H 1.77218 -2.50970 5.24110 0.0 0.0 0.0
H 1.44615 -0.88832 3.40454 0.0 0.0 0.0
F 5.25600 -0.43991 -0.01136 0.0 0.2 0.0
C 5.10906 0.78865 -0.52255 0.2 -0.2 0.1
F 5.44976 0.72025 -1.82377 0.0 -0.1 0.2
F 6.02702 1.58960 0.07317 -0.1 -0.2 -0.1
C 3.64426 1.29991 -0.34000 0.1 0.2 0.1
O 2.75803 0.33705 -0.57328 -0.4 0.7 0.0
C 3.52041 1.85787 1.15225 -0.1 -0.3 0.1
F 3.82001 3.15905 1.30473 -0.1 -0.2 0.0
F 4.28800 1.17643 2.02473 0.0 0.0 -0.1
F 2.24813 1.66996 1.58970 0.5 0.5 0.0
C 3.49442 2.53327 -1.31878 -0.2 0.0 -0.2
F 4.51531 3.41523 -1.28203 0.1 -0.1 0.1
F 2.38121 3.22579 -1.03451 -0.1 -0.1 0.0
F 3.39525 2.12301 -2.59183 -0.1 0.0 0.2
F -3.82274 5.00271 -3.26109 0.1 0.0 0.0
C -2.92357 4.03140 -2.91062 0.0 0.0 0.0
C -1.57828 4.23878 -3.14095 -0.1 0.1 0.0
C -0.67770 3.24259 -2.80348 -0.1 -0.2 0.1
C -1.09627 2.01823 -2.25448 -0.3 0.1 -0.3
C -0.16342 0.94308 -1.95044 0.6 0.2 1.0
C -2.47737 1.86684 -2.02437 0.3 0.0 -0.1
C -3.38649 2.86229 -2.34283 -0.1 0.1 0.0
H -1.25369 5.17094 -3.58649 0.0 0.0 0.0
H 0.38088 3.39612 -2.97074 0.0 0.0 0.0
H 0.76677 0.98022 -2.51697 -0.1 0.0 -0.2
H -0.62556 -0.03685 -1.99381 0.0 0.0 -0.2
H -2.83178 0.93610 -1.59367 0.0 0.0 0.0
H -4.44694 2.73704 -2.15974 0.0 0.0 0.0


# 8
48
Properties=species:S:1:pos:R:3:forces:R:3 method="wB97M-V/def2-TZVPD" largest_force_ev_per_a=13.6 energy_ev=-34755.195 homo_energy_ev=-8.434 spin_multiplicity=1 e_above_lowest_kcal_mol=436.18
C -3.62569 -3.86782 -1.26978 4.9 -3.3 -5.9
H -3.66456 -4.69852 -0.64723 0.2 -1.2 1.7
O -2.17361 -3.36970 -1.44246 -6.6 -2.8 -2.4
C -1.69074 -3.00615 -0.31516 -0.1 0.2 -0.1
C -0.38818 -2.76249 -0.58374 2.4 3.8 9.9
C 0.22561 -2.15419 0.70080 0.4 -2.7 -4.4
C -0.44295 -2.07740 2.05436 6.0 -0.1 -7.8
C -1.69037 -2.31782 1.89865 -6.9 0.1 5.7
C -2.43016 -2.82351 0.84910 3.1 0.6 0.3
H -3.36686 -3.18698 1.07195 -2.0 -0.4 -0.1
H -2.21961 -2.04284 2.99639 0.5 -1.0 -3.1
H 0.08001 -1.44960 2.63079 1.3 1.8 3.2
N 1.63076 -1.82016 0.44145 -1.6 3.1 7.3
C 2.34958 -1.29550 -0.53585 -4.6 -5.8 -8.3
O 2.01489 -1.71361 -1.82715 2.2 2.9 6.2
C 3.57322 -0.74132 -0.14817 5.1 2.0 -2.0
C 4.84263 -1.62549 -0.17618 -3.0 4.9 0.8
C 5.99661 -0.90456 0.04931 -0.4 2.9 -1.3
C 6.21584 0.63364 0.04149 -11.1 -5.9 -0.6
C 4.93390 1.33984 0.16816 1.9 -7.6 -3.4
C 3.67769 0.67642 -0.22431 0.6 0.7 4.0
C 2.40338 1.57982 -0.03150 10.9 -0.1 -2.7
N 1.28685 1.17596 -0.08039 -6.6 -2.9 2.5
C 0.49375 2.25887 -0.04056 3.9 2.9 -5.0
N 1.30754 3.44886 -0.54194 -1.4 -4.6 3.7
O 2.67275 2.84532 -0.29235 -3.0 1.2 -0.3
C -0.88045 2.03053 -0.19062 -0.1 12.2 0.1
C -1.55041 3.58396 -0.20258 -6.6 -11.2 1.0
C -3.05112 3.39733 -0.02629 6.9 7.6 -1.8
C -3.61776 2.17902 -0.04912 -7.4 4.6 0.2
C -2.95270 1.12887 -0.19194 -0.4 -11.7 -0.6
C -1.61358 0.98216 -0.30443 0.9 -2.2 0.9
H -1.00193 0.12062 -0.18319 -0.4 -1.5 -0.4
H -3.52605 -0.04460 -0.15152 1.4 3.8 -0.3
H -4.76556 2.15310 -0.08826 1.7 -0.1 0.4
C -3.69366 4.92543 -0.08738 -8.4 -10.4 2.9
H -3.03344 5.57974 -0.25201 5.1 5.2 -0.3
H -4.40594 4.78058 0.99986 2.1 1.7 -3.4
H -4.36172 4.85341 -1.00792 0.4 0.4 1.4
H -1.14184 4.47247 -0.08787 2.4 3.7 0.3
H 5.08997 2.28962 0.30936 -0.3 5.4 0.8
H 6.93013 1.07587 0.48921 5.8 2.7 2.4
H 6.83401 -1.49156 0.03615 2.4 -1.2 0.2
H 4.69614 -2.67471 -0.32816 0.3 -0.3 0.1
H 1.87394 -1.19283 1.34120 -0.1 -2.1 -2.2
H 0.20942 -2.74177 -1.40853 1.0 -0.3 -2.4
H -4.25636 -3.14715 -1.04364 -2.8 3.6 0.9
H -3.79335 -4.36109 -2.31799 -0.1 1.4 1.8